Below is 3 unconnected molecules or ions with the total composition C31H42Br2I2N2O8S4, with properties calculated with ωB97M-V/def2-TZVPD.

```
91
C31H42Br2I2N2O8S4 ωB97M-V/def2-TZVPD
C 9.17 2.02 0.38
N 8.30 0.85 0.43
C 7.09 0.97 -0.38
C 5.82 1.26 0.39
C 5.00 2.31 0.02
C 3.82 2.61 0.68
C 2.97 3.78 0.25
C 2.98 5.02 1.16
C 2.46 6.26 0.43
I 4.89 5.40 2.04
C 3.45 1.80 1.76
C 4.24 0.73 2.14
C 5.41 0.46 1.45
O 6.19 -0.60 1.88
N 3.85 -0.06 3.23
C 2.51 -0.47 3.27
C 2.17 -1.79 3.54
C 0.84 -2.16 3.59
I 0.42 -4.14 4.08
C -0.18 -1.25 3.32
C -1.59 -1.70 3.40
Br -2.49 -1.19 4.98
C -2.15 -2.45 2.46
C -1.42 -2.89 1.21
Br -3.92 -3.08 2.60
C 0.15 0.09 3.04
C -0.91 1.14 2.82
C -1.76 0.96 1.56
C -1.03 1.52 0.34
S -2.13 1.41 -1.06
O -2.62 0.08 -1.18
O -3.05 2.50 -0.97
O -1.18 1.66 -2.32
C 1.50 0.46 3.03
S 2.01 2.13 2.73
H 9.78 2.06 1.29
H 9.84 1.97 -0.48
H 8.61 2.97 0.34
H 8.06 0.65 1.39
H 7.23 1.77 -1.10
H 6.94 0.06 -0.97
H 5.30 2.95 -0.81
H 1.93 3.44 0.23
H 3.25 4.06 -0.76
H 2.32 4.82 2.01
H 3.26 6.91 0.10
H 1.91 5.95 -0.46
H 1.77 6.82 1.06
H 6.06 -1.36 1.31
H 4.50 -0.83 3.38
H 2.95 -2.52 3.74
H -0.94 -2.03 0.74
H -0.66 -3.64 1.44
H -2.13 -3.29 0.49
H -1.57 1.17 3.69
H -0.44 2.13 2.77
H -2.71 1.47 1.67
H -1.99 -0.08 1.37
H -0.79 2.58 0.45
H -0.13 0.95 0.10
H -0.30 1.95 -2.04
O -5.14 3.86 -7.02
S -5.79 2.77 -6.33
O -6.61 1.84 -7.06
C -4.57 1.89 -5.37
C -4.57 2.61 -4.02
C -6.04 2.87 -3.68
C -6.71 3.44 -4.93
H -3.62 1.92 -5.90
H -4.92 0.86 -5.27
H -4.07 2.02 -3.25
H -4.03 3.56 -4.11
H -6.51 1.93 -3.40
H -6.14 3.55 -2.84
H -7.75 3.14 -5.04
H -6.63 4.52 -4.99
O -2.84 -6.39 2.06
S -2.33 -6.55 0.72
O -0.94 -6.27 0.44
C -2.75 -8.19 0.14
C -4.12 -8.02 -0.50
C -4.04 -6.73 -1.32
C -3.39 -5.66 -0.43
H -2.73 -8.87 0.99
H -1.99 -8.48 -0.59
H -4.37 -8.88 -1.13
H -4.88 -7.93 0.27
H -3.42 -6.89 -2.20
H -5.02 -6.40 -1.66
H -2.78 -4.95 -0.98
H -4.13 -5.12 0.17
```

**Frontier orbital gap**: 8.06 eV
**SMILES**: CNCc1cc(C[C@H](C)I)c2c(c1O)Nc1cc(I)c(/C(Br)=C(\C)Br)c(CCCS(=O)(=O)O)c1S2.O=S1(=O)CCCC1.O=S1(=O)CCCC1

=====

Below is a molecular structure, C6H10O3 in a non-equilibrium geometry, with properties calculated with ωB97M-V/def2-TZVPD.

```
19
C6H10O3 ωB97M-V/def2-TZVPD
C -0.49 -1.02 -0.89
C -0.56 0.24 -1.66
C 0.27 0.96 -0.61
C -1.68 -1.39 -0.04
C 1.53 1.49 1.62
C 0.77 0.29 1.14
O 0.53 -1.76 -0.91
O 1.01 2.53 1.95
O 1.49 -0.82 1.11
H 1.21 -1.45 0.15
H 2.62 1.33 1.69
H -0.06 0.17 -2.62
H -1.57 0.65 -1.75
H -0.23 0.23 1.60
H -0.19 1.90 -0.30
H 1.29 1.13 -0.96
H -2.19 -0.52 0.36
H -1.38 -2.04 0.79
H -2.38 -1.93 -0.67
```

**Frontier orbital gap**: 9.91 eV

=====

Below is a single C5H4N2O molecule in a non-equilibrium geometry, with properties calculated with ωB97M-V/def2-TZVPD.

```
12
C5H4N2O ωB97M-V/def2-TZVPD
O 2.63 -0.86 -0.25
C 1.58 -0.25 0.05
C 1.24 1.26 0.08
N -0.16 0.74 -0.20
N -1.48 0.90 -0.22
C -1.96 -0.36 -0.07
C -0.97 -1.33 0.06
C 0.16 -0.59 0.03
H 1.39 1.53 1.20
H 1.70 1.85 -0.66
H -3.02 -0.53 -0.02
H -1.09 -2.37 0.00
```

**Frontier orbital gap**: 9.87 eV
**SMILES**: O=C1Cn2nccc21

=====

Below is 4 unconnected molecules or ions with the total composition C10H20NO10S2 in a non-equilibrium geometry, with properties calculated with ωB97M-V/def2-TZVPD.

```
43
C10H20NO10S2 ωB97M-V/def2-TZVPD
O 3.59 3.43 7.08
S 2.06 3.97 6.55
N 0.86 2.95 7.36
C -0.37 3.20 6.75
S -1.86 4.04 6.45
H 4.25 3.49 6.32
H 1.95 5.31 6.96
C 2.29 0.16 3.77
O 3.38 0.19 2.85
C 3.64 1.42 2.33
O 3.02 2.45 2.58
O 4.69 1.31 1.48
C 5.07 2.53 0.85
H 2.18 -0.87 4.12
H 2.50 0.80 4.63
H 1.36 0.46 3.27
H 5.38 3.27 1.59
H 4.25 2.92 0.24
H 5.92 2.33 0.19
C -1.82 -0.04 -2.68
O -0.49 -0.38 -2.27
C -0.27 -0.23 -0.94
O -1.08 0.16 -0.11
O 1.02 -0.58 -0.69
C 1.40 -0.47 0.68
H -1.89 -0.19 -3.76
H -2.55 -0.68 -2.19
H -2.03 1.02 -2.47
H 0.80 -1.13 1.30
H 1.32 0.57 1.02
H 2.45 -0.78 0.76
C -2.11 -4.29 -5.60
O -3.52 -4.48 -5.67
C -4.25 -3.38 -5.33
O -3.80 -2.30 -4.99
O -5.56 -3.70 -5.44
C -6.45 -2.63 -5.12
H -1.63 -5.23 -5.88
H -1.79 -3.51 -6.29
H -1.81 -4.05 -4.57
H -6.30 -1.78 -5.80
H -6.32 -2.32 -4.08
H -7.48 -2.99 -5.24
```

**Frontier orbital gap**: 5.48 eV
**Net charge**: +1